123
Properties=species:S:1:pos:R:3:forces:R:3:lowdin_charge:R:1 method="wB97M-V/def2-TZVPD" total_charge=-1 energy_ha=-5734.1340 homo_lumo_gap_ev=6.1
Ba 0.181655 0.889127 -0.498804 -0.453 -0.733 0.296 1.63
Br 0.641752 -0.626163 -7.868336 0.009 -0.013 -0.078 0.64
P -2.707033 -1.243488 0.189962 -0.031 0.208 -0.104 1.03
N 2.898370 -3.412097 0.881113 -0.094 0.022 0.049 0.13
N -1.171919 3.271035 -0.772878 0.035 0.399 -0.077 -0.07
N -3.535835 -1.027937 1.683310 0.175 -0.034 0.021 -0.13
N 1.881103 -1.514664 -0.025684 0.122 0.173 0.060 0.06
N 1.659199 11.720547 -1.562635 0.003 0.009 0.000 0.14
N 1.876012 2.827396 -0.690160 0.423 0.682 -0.061 -0.14
N 1.919038 -1.881172 2.310680 -0.087 -0.008 -0.042 0.13
N -3.004969 1.215393 1.762896 -0.017 0.014 -0.018 0.12
C -2.677222 -5.863308 0.026769 -0.004 0.013 -0.001 -0.09
C 2.750336 -5.801211 3.700659 -0.022 0.009 -0.015 -0.05
C 3.627637 -1.540726 -1.711828 0.011 0.036 -0.020 -0.05
C 0.871219 6.436286 -1.046106 -0.023 -0.038 0.012 -0.21
C -3.415888 0.137733 2.419438 -0.071 -0.020 0.010 -0.39
C -2.903243 2.358944 2.446430 -0.040 -0.038 -0.060 -0.15
C 1.817850 4.210111 -0.775447 0.033 -0.086 0.001 -0.27
C 3.993028 3.666593 -0.604810 0.011 -0.054 -0.010 -0.08
C 0.702535 7.279914 0.046520 -0.003 0.036 0.002 -0.01
C -3.214828 2.485317 3.784940 -0.001 -0.020 -0.033 -0.08
C -3.064426 -3.744029 -1.047209 -0.028 -0.017 0.010 -0.10
C 0.916451 0.486940 4.925101 0.015 0.009 0.003 -0.09
C 4.096453 -5.964818 3.988102 0.004 0.018 -0.011 -0.10
C 2.148834 -1.695494 5.103066 0.022 -0.018 0.029 -0.06
C 0.151792 -0.006788 -3.162464 -0.281 -0.213 -0.547 -0.30
C -2.802409 -3.069635 0.144372 0.073 -0.041 0.018 -0.36
C 3.157503 2.518997 -0.592010 0.019 0.044 0.023 -0.19
C 1.311051 -0.719469 2.898271 0.072 -0.183 -0.029 -0.25
C -2.400800 -5.202622 1.214661 -0.016 0.003 -0.009 -0.10
C 0.204487 -3.157244 -1.674097 -0.039 -0.014 -0.023 -0.04
C -5.300487 -1.234162 -0.990948 0.009 -0.007 0.076 -0.10
C 4.630774 -4.439831 2.220049 0.016 0.021 0.063 -0.02
C 0.909228 8.642773 -0.080556 -0.005 -0.049 0.027 -0.02
C 3.143559 4.738863 -0.720899 0.002 0.035 -0.009 -0.04
C 1.209487 0.535702 -3.917554 0.127 -0.020 0.133 -0.19
C 1.249257 6.969760 -2.273794 0.016 0.040 -0.008 -0.01
C 0.290067 1.484554 4.189548 0.030 -0.062 -0.020 -0.12
C 3.284943 -2.611677 -3.830476 -0.008 -0.013 -0.008 -0.10
C 0.850630 -4.889473 2.330924 0.028 0.037 -0.011 -0.04
C 0.178942 1.329130 2.811123 0.036 -0.015 0.106 -0.22
C 3.277155 -4.263802 1.941124 0.013 0.017 -0.050 -0.22
C -0.637511 -0.938035 -5.331042 0.052 0.031 0.012 -0.17
C 1.377370 0.371139 -5.292507 -0.029 -0.052 0.016 -0.17
C -1.793232 5.452263 -1.167782 -0.022 0.036 -0.048 -0.04
C -3.975550 -0.797737 -1.054468 -0.102 -0.020 0.027 -0.37
C 1.567097 -2.732753 -2.124386 0.036 -0.035 0.007 -0.22
C -2.483365 3.354776 -0.914836 -0.014 -0.026 0.081 -0.21
C -2.450693 -3.816828 1.269199 0.025 -0.018 0.003 -0.11
C 2.038716 -3.040330 -3.392660 -0.002 -0.001 0.005 -0.04
C 5.043697 -5.291772 3.230504 0.004 -0.004 0.001 -0.09
C -0.693476 4.569377 -0.935919 -0.009 -0.103 0.050 -0.27
C 2.194803 -2.199744 1.018843 0.014 -0.088 -0.009 -0.36
C -0.753703 -0.740604 -3.955986 0.059 -0.081 -0.020 -0.20
C 0.646812 4.962796 -0.904381 0.015 0.100 -0.009 -0.05
C -3.001346 -5.127944 -1.104917 0.000 0.001 -0.003 -0.08
C 4.085678 -1.864635 -2.982797 -0.006 0.010 0.022 -0.10
C 1.452590 8.331876 -2.414372 -0.001 -0.061 -0.008 -0.02
C 0.441087 -0.371268 -5.985453 -0.012 0.003 0.065 -0.72
C -3.647061 1.347614 4.459712 -0.014 0.016 0.028 -0.08
C 0.660171 0.218206 2.109849 -0.052 0.048 0.116 -0.26
C 2.370844 -1.957910 -1.277844 -0.090 0.028 0.005 -0.29
C -3.592695 0.041360 -2.092000 0.066 0.004 -0.100 -0.13
C -5.819154 0.004037 -2.984945 -0.030 -0.019 0.000 -0.09
C 1.446672 -0.633478 4.294517 -0.032 0.034 -0.029 -0.24
C -3.754201 0.157099 3.779579 0.015 0.014 -0.009 -0.02
C -2.927913 4.681808 -1.160397 0.009 -0.029 -0.004 -0.08
C 1.282611 9.168637 -1.314530 0.024 0.179 -0.017 -0.24
C 2.311447 -4.973266 2.670500 0.033 -0.035 -0.013 -0.21
C 1.492861 10.588188 -1.453245 -0.016 -0.116 0.013 -0.19
C -4.508665 0.441006 -3.060659 0.003 -0.038 0.028 -0.07
C -6.217117 -0.836211 -1.946449 0.021 0.021 -0.037 -0.09
H -0.437129 -2.278044 -1.565782 0.026 0.004 -0.002 0.04
H 1.685494 -2.681970 4.988099 -0.009 -0.001 -0.003 0.07
H 0.375059 -4.016809 2.784151 0.007 0.024 0.004 0.08
H 3.202416 -1.802887 4.820867 -0.001 0.011 -0.005 0.08
H -3.108334 3.437714 4.283975 -0.010 0.004 0.003 0.10
H 4.225874 -0.927221 -1.046350 0.005 -0.004 -0.005 0.11
H 3.614387 -2.843459 -4.835227 0.003 0.000 0.000 0.10
H -2.630945 -6.943894 -0.019227 0.003 -0.002 -0.003 0.10
H 6.099628 -5.416609 3.432779 0.000 -0.001 0.005 0.10
H -2.553392 3.212843 1.878147 0.013 0.027 -0.063 0.10
H 2.224878 0.802917 -5.811195 0.004 0.007 0.005 0.09
H -3.892056 1.391357 5.513834 0.007 0.003 0.000 0.10
H 1.998965 1.103726 -3.419852 -0.076 0.068 0.039 0.07
H 0.708843 -4.797943 1.253426 0.003 -0.002 0.007 0.07
H -1.611469 -1.230310 -3.491819 -0.009 0.013 0.010 0.06
H 1.398009 -3.602919 -4.062329 0.008 -0.003 -0.005 0.11
H -3.313631 -3.184144 -1.940153 -0.010 0.013 -0.002 0.11
H 0.330529 -5.783528 2.675432 0.016 0.010 0.016 0.07
H -7.242889 -1.179155 -1.889928 -0.001 0.002 0.002 0.10
H -3.867112 -1.839035 2.179116 -0.062 0.006 -0.012 0.09
H -3.947365 5.000489 -1.311413 0.002 -0.003 0.000 0.08
H 1.381647 6.306523 -3.118684 -0.003 -0.004 0.001 0.13
H -0.257112 -3.822700 -2.404357 -0.001 0.008 0.000 0.08
H 0.782819 9.301338 0.768088 0.000 0.005 -0.003 0.12
H 3.474565 1.484689 -0.513221 -0.021 -0.006 0.016 0.09
H -0.105647 2.362774 4.689573 -0.001 -0.002 0.009 0.09
H -4.184951 1.086355 -3.866899 -0.004 0.004 -0.001 0.11
H 5.055759 -1.512923 -3.312045 -0.001 0.003 -0.003 0.10
H 5.069101 3.679580 -0.534554 0.002 0.001 0.000 0.08
H -2.129322 -5.764360 2.099858 -0.011 0.003 -0.008 0.10
H 3.489366 -3.426388 0.063685 -0.020 -0.040 -0.025 0.13
H 2.123273 -1.449450 6.164817 -0.008 0.011 -0.007 0.07
H -3.108453 2.477111 -0.813776 -0.009 -0.032 0.025 0.08
H -5.612035 -1.888025 -0.183700 0.010 0.004 0.005 0.10
H 1.013793 0.576716 6.002695 -0.007 0.008 -0.002 0.09
H -0.320291 2.135496 2.259892 0.085 -0.056 0.036 0.05
H -1.729701 6.515505 -1.339005 0.002 -0.003 0.006 0.10
H 2.009233 -6.348911 4.271925 0.007 -0.007 0.006 0.11
H 3.414863 5.782444 -0.756242 -0.001 -0.002 -0.003 0.10
H -3.205345 -5.631897 -2.041333 0.001 -0.007 0.002 0.10
H -2.563030 0.372926 -2.178042 0.026 0.024 0.040 0.06
H -6.536606 0.312325 -3.735408 -0.007 0.000 0.007 0.10
H -1.367162 -1.520141 -5.882137 -0.003 -0.003 0.001 0.09
H 2.378938 -2.485416 2.968934 0.006 -0.023 0.027 0.08
H 5.356847 -3.885276 1.637326 -0.003 0.002 0.002 0.11
H -2.183482 -3.314901 2.193217 -0.003 0.015 -0.008 0.10
H 0.408731 6.857542 0.998625 -0.002 -0.003 -0.002 0.13
H 4.402946 -6.622149 4.791453 0.004 -0.003 -0.002 0.10
H -4.079441 -0.749063 4.274724 0.014 -0.010 0.002 0.10
H 1.742395 8.749964 -3.368849 -0.001 0.007 0.002 0.12
H 0.230481 -3.663782 -0.706603 0.004 -0.002 0.016 0.07